[1]
# C23H39Cl3N3O3SSiV

C23H39Cl3N3O3SSiV as an isolated structure (the ωB97M-V functional and the def2-TZVPD basis, OMol25).

For the LUMO energy (spin up / spin down), the calculation gives -1.275 / -0.671 eV. As for the orbital gap (spin up / spin down): 0.1759 / 0.1979 Ha. Its spin multiplicity is 3.

Each line ends with the Mulliken charge.
Positions of all 74 atoms, in Å:
C (-0.28348, 4.80822, 2.47100)  -1.530
C (-1.43932, 4.18838, 1.74236)  0.538
H (-0.40373, 5.88413, 2.63773)  0.399
H (0.60765, 4.64035, 1.84047)  0.150
H (-0.09408, 4.32553, 3.44264)  0.299
C (-2.34463, 4.84218, 0.96113)  0.219
C (-2.31730, 6.31638, 0.72460)  -1.729
H (-3.00654, 4.24765, 0.30852)  0.298
H (-1.37355, 6.60055, 0.23449)  0.292
H (-2.41102, 6.90083, 1.64913)  0.389
H (-3.12633, 6.58899, 0.03832)  0.389
V (1.71735, -0.24403, 0.09608)  0.833
Cl (1.35076, -0.67483, 2.26960)  -0.594
Cl (3.63356, -0.12151, -1.12500)  -0.554
C (-1.52623, -1.41246, 0.78923)  -0.433
O (-0.73129, -0.83987, 0.02615)  0.241
N (-2.57029, -2.10952, 0.29376)  0.541
C (-2.82627, -2.10621, -1.13904)  -0.625
C (-3.48037, -2.82724, 1.16206)  -0.974
H (-1.46848, -1.39139, 1.89725)  0.279
H (-1.93868, -2.43561, -1.69294)  0.087
H (-3.13900, -1.11513, -1.50099)  0.041
H (-3.63660, -2.81906, -1.30418)  0.428
H (-2.95006, -3.04246, 2.09925)  0.321
H (-3.75037, -3.76547, 0.66237)  0.394
H (-4.38627, -2.23762, 1.38609)  0.288
H (0.43759, 4.06016, -1.38431)  0.083
H (-2.11767, 3.89885, -2.23769)  0.269
C (0.61624, 3.48570, -2.30415)  -0.886
C (-1.74802, 3.18902, -2.99617)  -0.877
N (-0.49991, 2.57910, -2.54371)  0.377
H (1.53251, 2.89574, -2.20910)  0.200
C (-0.33781, 1.24060, -2.39438)  0.401
O (0.76845, 0.69945, -2.20116)  -0.664
H (-2.50958, 2.41478, -3.17520)  0.256
H (-1.28592, 0.65607, -2.46311)  0.135
H (0.70019, 4.18820, -3.14145)  0.415
H (-1.58340, 3.76267, -3.92616)  0.346
O (-0.44459, 2.67709, 0.42933)  -0.463
C (-1.25340, 2.67729, 1.49663)  -0.377
C (-2.92192, 1.70183, -0.15349)  1.662
C (-2.49325, 1.83125, 1.17332)  -0.352
H (-2.25323, 2.01837, -0.95946)  -0.453
C (-4.15978, 1.11882, -0.43945)  -0.955
H (-0.78514, 2.27022, 2.41763)  0.238
C (-3.15345, 1.13280, 2.18632)  -0.294
H (-4.51500, 1.10133, -1.47851)  0.357
C (-4.91767, 0.59992, 0.61148)  -0.599
C (-4.41134, 0.58144, 1.91765)  -0.852
H (-2.66863, 1.04503, 3.16836)  0.444
H (-5.91464, 0.21185, 0.40541)  0.404
H (-4.98696, 0.14774, 2.73897)  0.417
Si (4.01885, 1.91074, 0.61031)  0.668
Cl (1.87013, 2.08426, 0.48735)  0.376
C (4.90888, 2.68649, -0.82112)  -1.191
C (4.53668, 0.35908, 1.55003)  -1.045
C (4.37588, 3.12663, 2.05262)  -1.406
H (4.24833, 3.09210, -1.59397)  0.336
H (5.58169, 2.00106, -1.34846)  0.389
H (5.52827, 3.52537, -0.46827)  0.348
H (4.36574, 4.18305, 1.75963)  0.321
H (5.38859, 2.88515, 2.39618)  0.402
H (3.70702, 3.00001, 2.91408)  0.284
H (3.74877, -0.09111, 2.19457)  0.299
H (5.35508, 0.69262, 2.22278)  0.412
H (4.89434, -0.40865, 0.83881)  0.350
S (0.93666, -4.08183, -2.02120)  -0.116
C (1.98610, -4.28528, -0.61393)  -0.543
C (2.18336, -3.08873, 0.03109)  -0.576
N (1.45155, -2.06019, -0.55220)  0.560
C (0.76852, -2.42235, -1.65707)  -0.239
H (2.46175, -5.21445, -0.31846)  0.452
H (2.73558, -2.82644, 0.94071)  0.375
H (0.28161, -1.68214, -2.27324)  0.326



[2]
# C31H76BIN6O6P3

A 3-piece molecular cluster, C31H76BIN6O6P3 overall (the ωB97M-V functional and the def2-TZVPD basis, OMol25).

As for the net charge: -1. For the LUMO energy, the calculation gives 1.785 eV. As for the orbital gap: 0.1896 Ha.

Each line ends with the Mulliken charge.
Positions of all 124 atoms, in Å:
C (-2.72639, -3.85507, -0.82771)  -0.589
C (-3.30307, -3.29697, -2.16032)  -0.525
C (-2.80434, -1.87139, -2.45533)  -0.686
C (-1.35703, -1.89383, -2.98381)  0.297
O (-0.38392, -2.08657, -1.98991)  0.068
C (0.08576, -0.86331, -1.43878)  -0.369
O (1.02423, -0.98911, -0.44980)  -0.591
B (2.38746, -0.86894, -0.98898)  0.916
C (3.49371, -0.14455, -0.01963)  -1.297
C (3.40743, 1.39915, 0.00463)  -0.662
C (2.72559, 2.01426, 1.26212)  -0.724
C (1.87533, 1.03167, 2.08405)  0.709
C (0.84585, 1.80248, 2.94254)  -0.768
C (-0.40326, 0.91869, 3.20773)  -0.139
C (-1.68735, 1.74000, 3.40450)  -0.470
C (-2.37829, 2.08267, 2.05884)  -0.382
C (-3.37834, 1.00566, 1.62234)  -0.798
O (-2.79326, -0.28174, 1.69266)  -0.026
C (-3.63772, -1.23051, 2.29541)  -0.971
P (3.35040, -2.51889, -1.55852)  -0.322
C (4.26053, -3.24217, -0.07583)  -1.261
C (2.17088, -3.89468, -2.01800)  0.107
C (1.33643, -4.44566, -0.84485)  -0.856
O (2.11940, -0.14498, -2.28734)  -0.377
C (0.82734, 0.13584, -2.41269)  -0.120
I (0.11868, 2.12185, -1.63340)  -0.275
H (-3.46316, -4.44087, -0.27216)  0.386
H (-2.35014, -3.03338, -0.21690)  -0.008
H (-1.89757, -4.52204, -1.07673)  0.092
H (-2.99298, -3.93391, -2.99638)  0.195
H (-4.39738, -3.33223, -2.11735)  0.402
H (-2.95268, -1.19142, -1.61160)  0.215
H (-3.42921, -1.49106, -3.27770)  0.397
H (-1.19434, -1.01856, -3.62495)  0.102
H (-1.29235, -2.76810, -3.64527)  -0.346
H (-0.78322, -0.44899, -0.90445)  0.160
H (3.52907, -0.60643, 0.97252)  0.442
H (4.46452, -0.38456, -0.47958)  0.454
H (4.44050, 1.77787, -0.02479)  0.376
H (2.93692, 1.82120, -0.88539)  0.120
H (2.04163, 2.79643, 0.90181)  0.244
H (3.46931, 2.55526, 1.85898)  0.306
H (1.42175, 0.23861, 1.48956)  -0.478
H (2.55837, 0.55337, 2.80216)  0.226
H (1.25752, 2.06292, 3.92553)  0.106
H (0.58444, 2.75661, 2.46907)  0.423
H (-0.23560, 0.33774, 4.12216)  0.360
H (-0.48978, 0.23977, 2.35909)  -0.055
H (-1.52381, 2.62351, 4.02812)  0.001
H (-2.38443, 1.08613, 3.95376)  0.411
H (-2.89047, 3.04605, 2.16655)  0.399
H (-1.59082, 2.20805, 1.30616)  -0.017
H (-4.27697, 1.09027, 2.24873)  0.491
H (-3.66600, 1.22301, 0.58240)  0.343
H (-4.52045, -1.44949, 1.67650)  0.301
H (-3.06945, -2.16078, 2.39145)  0.217
H (-3.93446, -0.93600, 3.31219)  0.396
H (3.71221, -3.08128, 0.85838)  0.275
H (4.36764, -4.31833, -0.25240)  0.441
H (5.25867, -2.80759, -0.02013)  0.319
H (2.78941, -4.72729, -2.38605)  0.642
H (1.54973, -3.58370, -2.86088)  -0.569
H (0.72865, -3.66768, -0.37991)  -0.030
H (0.62267, -5.17913, -1.25379)  0.368
H (1.94838, -4.93013, -0.08061)  0.388
H (0.46615, 0.20846, -3.43540)  0.618
O (-0.08635, 3.94223, 6.10507)  -0.726
P (0.25543, 5.01265, 7.11826)  0.687
N (0.71210, 4.00866, 8.44248)  0.244
C (-0.22384, 3.39314, 9.35605)  -1.043
C (1.81693, 3.10956, 8.12399)  -1.104
N (-1.30547, 5.73365, 7.20283)  0.244
C (-2.17452, 5.70580, 8.35458)  -1.092
C (-2.09055, 5.70011, 5.97067)  -1.130
N (0.90935, 6.40315, 7.90547)  0.026
C (1.64130, 6.45683, 9.15751)  -0.870
C (0.70106, 7.71069, 7.29477)  -1.077
H (0.31291, 2.87087, 10.15143)  0.371
H (-0.89155, 2.67335, 8.86169)  0.264
H (-0.82710, 4.13467, 9.87956)  0.309
H (2.65485, 3.67560, 7.70373)  0.356
H (1.52845, 2.33986, 7.39903)  0.255
H (2.18719, 2.61608, 9.02443)  0.374
H (-2.58998, 4.70679, 8.53656)  0.327
H (-3.01370, 6.39285, 8.21579)  0.372
H (-1.65786, 6.05828, 9.25188)  0.229
H (-2.61381, 4.74502, 5.83817)  0.340
H (-1.45314, 5.85262, 5.10160)  0.333
H (-2.82906, 6.50626, 5.97014)  0.375
H (0.96775, 6.33645, 10.01049)  0.237
H (2.14792, 7.41903, 9.27100)  0.378
H (2.42484, 5.70436, 9.21471)  0.270
H (-0.05026, 8.28071, 7.85029)  0.308
H (0.36008, 7.61654, 6.26565)  0.317
H (1.62853, 8.28963, 7.26514)  0.412
O (2.29260, -2.88118, -7.94997)  -0.926
P (0.93226, -3.54103, -7.85793)  0.943
N (0.75024, -3.99459, -9.51626)  0.315
C (0.29969, -3.09977, -10.55673)  -1.116
C (1.81341, -4.87024, -9.99115)  -1.178
N (0.04468, -2.17198, -7.32047)  0.371
C (-0.97059, -1.49144, -8.08845)  -1.162
C (0.75058, -1.19758, -6.48514)  -1.283
N (-0.43223, -4.51812, -7.43891)  0.122
C (-1.20247, -5.37913, -8.31837)  -0.906
C (-0.95040, -4.49143, -6.07670)  -0.952
H (0.19324, -3.64029, -11.50082)  0.379
H (0.98480, -2.25504, -10.71929)  0.288
H (-0.69845, -2.71205, -10.35376)  0.320
H (1.92258, -5.72896, -9.32023)  0.365
H (2.78033, -4.35565, -10.04594)  0.296
H (1.57609, -5.26823, -10.98011)  0.362
H (-0.54599, -0.92749, -8.92899)  0.326
H (-1.51548, -0.78454, -7.45759)  0.372
H (-1.72682, -2.19043, -8.45895)  0.242
H (1.31813, -0.48727, -7.09888)  0.329
H (1.44360, -1.68424, -5.80098)  0.454
H (0.04849, -0.63317, -5.86664)  0.294
H (-1.85892, -4.79088, -8.96595)  0.261
H (-1.83374, -6.05985, -7.74087)  0.379
H (-0.57279, -6.01618, -8.93572)  0.266
H (-1.87934, -3.91360, -6.03388)  0.355
H (-0.24304, -4.04601, -5.37968)  -0.052
H (-1.15036, -5.50126, -5.70726)  0.549



[3]
# C4H5NO

A 2-piece molecular cluster, C4H5NO overall (the ωB97M-V functional and the def2-TZVPD basis, OMol25).

For the LUMO energy, the calculation gives -1.343 eV. As for the orbital gap: 0.3360 Ha. Its SMILES is O=C1C#CCN1.[H][H].

Each line ends with the Mulliken charge.
Positions of all 11 atoms, in Å:
O (1.99621, -0.26186, 0.10297)  -0.525
C (0.79936, -0.16639, 0.02509)  0.628
C (-0.14663, 1.00903, 0.05526)  -0.100
C (-1.33370, 0.72902, -0.05585)  -0.274
C (-1.52451, -0.74683, -0.19795)  -0.266
N (-0.11200, -1.19429, -0.12792)  -0.132
H (-2.11687, -1.17765, 0.61503)  0.249
H (-1.97961, -1.02359, -1.15390)  0.249
H (0.19785, -2.15549, -0.18599)  0.193
H (1.99797, 2.83392, 0.56949)  0.124
H (2.22192, 2.15413, 0.35377)  -0.147



[4]
# C3H11N2O

A 2-piece molecular cluster, C3H11N2O overall (the ωB97M-V functional and the def2-TZVPD basis, OMol25).

As for the net charge: +2. For the LUMO energy (spin up / spin down), the calculation gives -8.470 / -12.478 eV. As for the orbital gap (spin up / spin down): 0.4046 / 0.2573 Ha. Its spin multiplicity is 2.

Each line ends with the Mulliken charge.
Positions of all 17 atoms, in Å:
C (-1.64983, -0.77810, -0.63035)  -1.241
C (-0.49788, 0.03659, 0.06960)  0.424
C (-0.37826, 1.35469, 0.12367)  -0.130
N (-1.20812, 2.26103, -0.46895)  -0.150
N (0.48692, -0.75270, 0.89547)  -0.245
H (-1.63335, -1.84520, -0.41279)  0.363
H (-2.63917, -0.64564, -0.21189)  0.420
H (-1.62897, -0.57191, -1.72653)  0.382
H (0.30157, 1.71508, 0.79061)  0.450
H (-0.96352, 3.18102, -0.63047)  0.277
H (-2.13042, 2.00556, -0.79538)  0.280
H (0.12692, -0.53348, 1.97337)  0.496
H (0.32867, -1.80194, 0.85552)  0.433
H (1.35403, -0.57294, 0.45884)  0.264
H (3.32536, -0.18992, -0.21053)  0.354
H (3.79124, -1.68475, -0.10526)  0.327
O (3.01482, -1.17741, 0.02505)  -0.701



Number 1: F_max 3.10 eV Å⁻¹, E_tot -4302.0826 a.u.. Number 2: F_max 5.80 eV Å⁻¹, E_tot -3353.3067 a.u.. Number 3: F_max 0.67 eV Å⁻¹, E_tot -285.2213 a.u.. Number 4: F_max 6.25 eV Å⁻¹, E_tot -304.8914 a.u..